# 1
Here is 14 unconnected molecules or ions with the total composition C54H148N12O14 at a distorted geometry from the Open Molecules 2025 dataset. Energies are from ωB97M-V with the def2-TZVPD basis set.

The geometry in XYZ format:
```
228
Properties=species:S:1:pos:R:3:mulliken_charge:R:1
C -0.44 -6.85 -4.39 -1.6544
C -1.14 -6.27 -3.18 0.6633
C -1.14 -4.76 -3.13 0.1280
O 0.05 -4.35 -2.54 -0.4352
C 0.16 -2.96 -2.52 0.9823
N -2.55 -6.62 -3.19 -0.5734
H -0.84 -6.49 -5.35 0.3421
H -0.53 -7.90 -4.34 0.4934
H 0.62 -6.63 -4.28 0.3328
H -0.62 -6.58 -2.22 -0.0721
H -2.01 -4.46 -2.51 -0.1821
H -1.15 -4.16 -4.05 0.3918
H 0.41 -2.47 -3.50 0.1844
H 0.97 -2.79 -1.82 -0.2969
H -0.78 -2.51 -2.12 -0.5247
H -3.05 -6.30 -2.33 0.0843
H -2.77 -7.64 -3.24 0.3075
C -3.44 -5.20 1.15 -1.0965
C -1.92 -5.05 1.54 1.7343
C -1.70 -5.01 3.08 -1.2434
O -0.29 -4.79 3.30 0.0186
C 0.01 -4.94 4.68 -0.7885
N -1.17 -6.17 1.04 -0.7753
H -3.57 -5.56 0.14 0.1788
H -4.06 -4.28 1.24 0.1484
H -3.82 -5.89 1.90 0.4251
H -1.55 -4.11 1.19 -0.6341
H -2.02 -5.98 3.47 0.6118
H -2.31 -4.24 3.57 0.2837
H 1.08 -4.75 4.77 0.2940
H -0.16 -6.03 4.98 0.3404
H -0.56 -4.22 5.27 0.1183
H -1.26 -6.21 0.03 0.0914
H -0.17 -6.12 1.16 0.3231
C 0.49 1.97 -8.02 -1.3700
C 0.01 3.16 -7.21 0.8070
C 0.17 2.88 -5.76 -0.0575
O -0.59 1.75 -5.41 -0.2545
C -0.34 1.20 -4.10 -0.1551
N 0.75 4.40 -7.57 -0.6821
H -0.25 1.14 -8.01 0.2602
H 1.44 1.51 -7.80 0.3066
H 0.46 2.22 -9.09 0.4206
H -1.13 3.30 -7.35 0.1295
H -0.11 3.71 -5.13 -0.2329
H 1.19 2.67 -5.44 0.0184
H 0.73 0.84 -4.08 0.1215
H -0.98 0.34 -3.97 0.0063
H -0.58 1.91 -3.30 0.2166
H 0.34 5.22 -7.12 0.2145
H 0.82 4.59 -8.56 0.2387
C 6.21 2.35 3.48 -1.5250
C 6.42 2.21 2.03 0.8729
C 5.10 2.50 1.30 -0.9965
O 4.13 1.57 1.61 0.3198
C 4.18 0.39 0.86 0.3951
N 7.39 3.19 1.46 -0.6122
H 5.40 1.74 3.84 0.2670
H 5.85 3.35 3.78 0.4372
H 7.11 2.03 4.05 0.3890
H 6.71 1.22 1.75 0.2875
H 5.32 2.60 0.24 -0.2943
H 4.81 3.50 1.60 0.5190
H 3.55 -0.35 1.32 -0.9602
H 5.20 -0.02 0.85 0.6895
H 3.82 0.54 -0.17 -0.3323
H 7.85 3.61 2.25 0.2459
H 8.02 2.82 0.78 0.2345
C -3.95 -3.34 -5.18 -1.9491
C -3.87 -2.81 -3.79 2.2165
C -4.28 -1.37 -3.89 -1.1718
O -3.25 -0.65 -4.51 -0.0214
C -3.67 0.56 -5.12 -0.8561
N -4.72 -3.49 -2.76 -0.5614
H -3.39 -2.69 -5.82 0.4061
H -5.00 -3.42 -5.52 0.4130
H -3.55 -4.32 -5.26 0.4646
H -2.78 -2.79 -3.53 -1.0939
H -4.55 -0.97 -2.92 0.2826
H -5.23 -1.30 -4.45 0.4873
H -4.50 0.29 -5.80 0.3901
H -2.87 0.95 -5.71 0.1577
H -3.97 1.27 -4.34 0.2836
H -5.62 -2.97 -2.72 0.2876
H -4.89 -4.42 -3.11 0.2917
C -5.10 -0.56 2.43 -1.4966
C -5.63 0.01 3.75 0.3165
C -4.61 -0.06 4.81 -0.6365
O -4.42 -1.42 5.21 -0.3838
C -3.38 -1.62 6.14 -0.4140
N -6.04 1.37 3.53 -0.5734
H -4.20 -0.02 2.07 -0.0014
H -5.85 -0.53 1.61 0.4771
H -4.72 -1.56 2.56 0.5953
H -6.50 -0.55 4.11 0.4241
H -4.95 0.51 5.64 0.5116
H -3.64 0.39 4.48 0.1422
H -3.43 -0.89 6.97 0.3732
H -2.46 -1.55 5.54 -0.0521
H -3.39 -2.66 6.57 0.3047
H -6.41 1.73 4.40 0.3406
H -5.24 2.00 3.37 -0.1079
C 2.25 -1.53 7.42 -1.4796
C 1.00 -0.69 7.18 -0.0303
C 0.74 -0.42 5.72 -0.1770
O 0.33 -1.67 5.10 0.1179
C 0.09 -1.42 3.67 -0.0199
N -0.11 -1.33 7.78 -0.6397
H 2.18 -2.57 7.09 0.1927
H 2.41 -1.60 8.50 0.4148
H 3.07 -1.01 7.00 0.4087
H 1.17 0.27 7.70 0.4175
H 1.59 0.03 5.16 0.0419
H -0.06 0.30 5.59 0.2808
H 0.94 -1.27 3.01 -0.2279
H -0.53 -0.52 3.60 0.2218
H -0.48 -2.30 3.35 -0.1791
H -0.93 -0.78 7.98 0.2800
H -0.37 -2.11 7.25 0.2089
C 1.94 4.87 1.33 -0.9753
C 1.74 4.35 2.66 0.2512
C 0.40 4.70 3.22 -0.0501
O 0.28 6.09 3.39 -0.4295
C -0.98 6.45 3.82 -0.6482
N 1.75 2.84 2.73 0.1443
H 1.18 4.42 0.68 -0.3432
H 2.94 4.78 0.90 0.2784
H 1.75 5.95 1.35 0.5845
H 2.50 4.72 3.37 0.4806
H 0.31 4.26 4.20 0.5880
H -0.39 4.27 2.60 -0.5776
H -1.34 5.82 4.68 0.2895
H -1.77 6.41 3.03 0.2016
H -0.94 7.46 4.23 0.2917
H 1.77 2.57 3.71 0.2323
H 2.53 2.35 2.29 -0.1551
C 4.45 -1.72 -2.06 -0.8147
C 5.77 -1.14 -2.44 0.6489
C 5.92 -1.08 -3.95 -0.8977
O 7.24 -0.70 -4.23 -0.3381
C 7.40 -0.20 -5.51 -0.7142
N 6.12 0.23 -1.94 -0.6873
H 4.40 -1.94 -0.99 0.0770
H 4.33 -2.61 -2.69 0.5819
H 3.61 -1.11 -2.25 -0.1001
H 6.55 -1.78 -2.04 0.3545
H 5.18 -0.36 -4.42 0.2327
H 5.71 -2.03 -4.45 0.5117
H 8.49 -0.05 -5.62 0.2393
H 6.83 0.72 -5.63 0.2440
H 7.07 -0.94 -6.26 0.3163
H 5.78 0.31 -0.99 0.1789
H 5.65 0.99 -2.43 0.1546
C -6.36 3.60 -0.95 -1.4726
C -5.79 2.67 0.13 1.7488
C -4.97 3.55 1.17 -1.2622
O -3.86 2.72 1.55 0.4900
C -2.88 3.44 2.27 -1.1489
N -6.91 1.96 0.75 -0.7137
H -7.17 3.16 -1.55 0.4133
H -5.61 3.94 -1.70 0.1967
H -6.67 4.54 -0.48 0.3572
H -5.03 1.94 -0.22 -0.5109
H -5.62 3.80 2.00 0.5360
H -4.61 4.48 0.71 0.3060
H -2.43 4.22 1.66 0.0983
H -2.09 2.74 2.56 0.3245
H -3.33 3.78 3.19 0.5254
H -6.62 1.60 1.67 0.0392
H -7.73 2.56 0.98 0.3102
C 2.04 -3.85 0.74 0.4435
C 3.06 -4.63 1.61 0.1651
C 3.28 -3.75 2.91 -0.1340
O 3.80 -2.47 2.51 -0.1414
C 4.31 -1.68 3.53 -0.3688
N 2.52 -5.97 1.95 -0.6315
H 1.08 -3.85 1.31 -0.5286
H 1.80 -4.33 -0.26 0.0606
H 2.42 -2.82 0.59 -0.2915
H 4.02 -4.74 1.10 0.5030
H 3.95 -4.26 3.61 0.4456
H 2.39 -3.62 3.52 -0.3336
H 5.09 -2.19 4.14 0.4378
H 3.53 -1.38 4.25 -0.0234
H 4.78 -0.77 3.22 -0.0322
H 3.17 -6.55 2.54 0.3265
H 1.61 -5.83 2.44 0.0528
C 0.66 -0.73 -0.04 0.7152
C -0.31 0.44 -0.23 1.0200
C -1.38 0.44 0.86 1.2935
O -2.14 -0.73 0.89 0.5520
C -2.87 -0.92 -0.30 -0.4523
N 0.43 1.73 -0.22 0.9527
H 0.11 -1.67 0.17 -0.3288
H 1.34 -0.56 0.75 -0.5752
H 1.36 -0.82 -0.90 -0.2803
H -0.82 0.35 -1.20 -0.7318
H -2.04 1.31 0.81 -0.8965
H -0.81 0.55 1.83 -0.5911
H -3.10 0.01 -0.82 0.1177
H -3.77 -1.44 -0.05 0.6780
H -2.41 -1.66 -0.99 -0.8646
H 0.59 2.11 0.73 -0.8547
H -0.08 2.51 -0.66 -0.0221
C -1.68 5.78 -2.84 -1.6927
C -2.12 5.21 -1.55 0.6548
C -2.63 3.84 -1.75 1.0837
O -0.96 5.02 -0.70 -0.1029
H -2.48 5.80 -3.58 0.4139
H -0.76 5.33 -3.21 0.1668
H -1.38 6.83 -2.66 0.4773
H -2.86 5.89 -1.08 0.2454
H -3.40 3.75 -2.54 0.5920
H -2.89 3.41 -0.76 -0.7570
H -1.78 3.17 -1.99 -1.4254
H -0.55 5.90 -0.50 0.1898
C 3.01 4.19 -2.44 -1.4793
C 2.88 2.71 -2.74 2.1000
C 3.96 2.32 -3.70 -1.8382
O 2.91 1.93 -1.51 0.9994
H 2.22 4.54 -1.77 0.0492
H 2.93 4.85 -3.34 0.4072
H 3.99 4.38 -2.03 0.3238
H 1.94 2.48 -3.27 -0.7808
H 3.73 2.87 -4.62 0.6786
H 3.89 1.24 -3.89 -0.1488
H 4.96 2.65 -3.35 0.4894
H 1.96 1.89 -1.22 -0.5200
```



# 2
Here is 19 unconnected molecules or ions with the total composition C54H155N9O28 at a distorted geometry from the Open Molecules 2025 dataset. Energies are from ωB97M-V with the def2-TZVPD basis set.

energy above the lowest of the compared OMol25 structures with the same formula, charge and spin = 0.00 kcal per mole

The geometry in XYZ format:
```
246
Properties=species:S:1:pos:R:3:mulliken_charge:R:1
C 10.81 -2.40 -16.40 -0.8143
O 10.94 -2.64 -15.00 -0.3095
C 11.86 -1.76 -14.38 -0.7191
C 11.76 -2.06 -12.89 -0.5831
N 12.36 -3.35 -12.66 -0.0421
C 12.27 -3.82 -11.28 -0.2362
C 12.98 -5.24 -11.22 -0.0744
O 12.23 -6.39 -11.65 -0.2669
C 11.70 -6.40 -12.95 -0.8713
H 10.18 -3.14 -16.89 0.2631
H 11.77 -2.53 -16.91 0.3269
H 10.45 -1.42 -16.69 0.3031
H 11.55 -0.73 -14.56 0.5153
H 12.85 -1.93 -14.78 0.3371
H 10.71 -2.04 -12.62 0.3054
H 12.33 -1.37 -12.27 0.3151
H 11.88 -4.01 -13.26 0.0613
H 11.22 -3.87 -11.01 0.3973
H 12.71 -3.16 -10.53 -0.0380
H 13.28 -5.40 -10.18 -0.0029
H 13.89 -5.26 -11.82 0.2138
H 11.28 -7.37 -13.21 0.2950
H 12.44 -6.32 -13.75 0.3115
H 10.94 -5.64 -13.16 0.4024
C 21.03 -3.11 -10.10 -0.4088
O 20.74 -3.88 -11.24 -0.1539
C 20.28 -3.15 -12.35 -0.3535
C 21.38 -2.31 -13.00 -0.5673
N 22.26 -3.19 -13.71 -0.3301
C 23.43 -2.40 -14.18 -0.5498
C 23.07 -1.46 -15.40 -0.6235
O 22.93 -1.88 -16.80 -0.3944
C 21.71 -2.58 -16.97 -0.5900
H 21.76 -2.30 -10.23 0.3001
H 21.42 -3.73 -9.30 -0.0549
H 20.13 -2.60 -9.75 0.2115
H 19.40 -2.55 -12.09 -0.0093
H 19.90 -3.93 -13.00 0.3487
H 21.93 -1.69 -12.29 0.3938
H 20.84 -1.67 -13.70 0.2846
H 22.66 -3.82 -13.03 0.2247
H 24.28 -3.05 -14.39 0.4344
H 23.70 -1.75 -13.34 0.3773
H 23.82 -0.67 -15.40 0.4013
H 22.14 -0.94 -15.15 0.3115
H 20.91 -1.84 -16.84 0.2495
H 21.57 -3.34 -16.20 0.2191
H 21.53 -2.87 -18.00 0.2984
C 16.29 -2.08 -11.35 -0.4023
O 16.08 -1.19 -10.23 0.1414
C 15.59 0.07 -10.61 -1.2603
C 14.93 0.80 -9.39 -0.0588
N 15.90 1.31 -8.44 -0.4750
C 15.29 1.70 -7.19 0.2711
C 14.11 2.73 -7.22 -0.8892
O 12.87 2.10 -7.73 -0.3252
C 12.24 1.28 -6.75 -0.5234
H 15.39 -2.04 -11.95 0.2801
H 16.43 -3.12 -11.04 -0.1170
H 17.14 -1.76 -11.96 0.2559
H 14.76 0.03 -11.32 0.4060
H 16.37 0.73 -11.00 0.3174
H 14.21 0.12 -8.94 0.0344
H 14.47 1.70 -9.79 0.5286
H 16.60 0.60 -8.31 0.2857
H 16.04 2.19 -6.58 0.4854
H 14.98 0.86 -6.57 -0.3523
H 14.39 3.58 -7.84 0.3132
H 13.82 3.14 -6.25 0.4168
H 12.18 1.83 -5.81 0.3218
H 12.83 0.38 -6.54 0.0682
H 11.20 1.06 -6.96 0.2602
C 13.77 -2.22 0.45 -0.6918
O 14.67 -3.14 1.04 -0.2973
C 15.40 -2.66 2.19 -0.6682
C 16.62 -1.70 1.79 -0.4685
N 17.85 -2.49 1.37 -0.4369
C 19.03 -1.69 0.93 -0.7014
C 20.05 -2.60 0.29 -0.5768
O 19.49 -3.12 -0.86 -0.1368
C 20.32 -3.88 -1.73 -0.7246
H 14.12 -1.19 0.35 0.3042
H 12.88 -2.25 1.08 0.3217
H 13.54 -2.62 -0.54 0.2020
H 15.71 -3.54 2.76 0.3226
H 14.74 -2.14 2.88 0.4102
H 16.78 -1.20 2.75 0.3708
H 16.36 -1.06 0.95 0.3295
H 17.58 -2.93 0.50 0.2147
H 19.46 -1.13 1.76 0.4388
H 18.71 -0.89 0.26 0.3421
H 20.38 -3.39 0.96 0.3175
H 20.90 -2.00 -0.05 0.4089
H 19.76 -3.87 -2.66 0.0340
H 20.49 -4.93 -1.48 0.3303
H 21.30 -3.42 -1.88 0.3544
C 17.71 -5.97 -4.69 -0.9118
O 18.18 -6.80 -5.74 2.0769
C 17.44 -8.08 -5.84 -0.3847
C 18.18 -8.92 -6.95 -1.6995
N 17.97 -8.36 -8.31 1.4386
C 16.63 -8.09 -8.80 -0.3747
C 16.62 -7.43 -10.17 0.7128
O 17.45 -6.28 -10.15 -0.8029
C 17.99 -6.03 -11.44 -0.3923
H 17.79 -6.44 -3.72 0.3717
H 16.69 -5.58 -4.76 -0.4981
H 18.35 -5.08 -4.76 0.3998
H 16.36 -8.07 -5.93 0.0722
H 17.75 -8.63 -4.95 0.5160
H 17.73 -9.92 -6.96 -0.0876
H 19.24 -8.90 -6.71 0.4821
H 18.53 -7.52 -8.43 -0.4619
H 16.17 -7.34 -8.16 -0.0218
H 16.06 -9.02 -8.80 -0.0624
H 15.60 -7.21 -10.49 -0.2534
H 16.99 -8.07 -10.98 -0.3233
H 18.60 -5.13 -11.47 -0.4169
H 17.19 -5.88 -12.18 0.2331
H 18.67 -6.83 -11.73 0.4382
C 13.82 -4.95 -6.51 0.1155
O 13.19 -3.73 -6.97 -0.5447
C 14.04 -2.90 -7.75 -0.0338
C 15.12 -2.15 -6.93 0.3335
N 14.65 -1.60 -5.68 -0.2100
C 15.65 -1.14 -4.77 -1.1685
C 16.33 -2.31 -4.02 0.0208
O 15.27 -2.83 -3.18 -0.3438
C 15.73 -3.86 -2.33 0.0069
H 13.25 -5.63 -5.87 0.4423
H 14.77 -4.83 -5.98 -0.1196
H 14.13 -5.59 -7.34 -0.1434
H 13.44 -2.20 -8.32 0.0740
H 14.53 -3.41 -8.57 -0.0616
H 15.66 -1.42 -7.54 -0.0349
H 15.94 -2.83 -6.70 -0.3109
H 14.24 -2.38 -5.20 0.5003
H 15.26 -0.42 -4.06 0.4452
H 16.39 -0.56 -5.32 0.4299
H 17.05 -1.89 -3.32 0.4826
H 16.82 -3.02 -4.68 -0.0476
H 15.85 -4.80 -2.87 -0.2064
H 15.09 -4.01 -1.46 0.3265
H 16.68 -3.65 -1.85 -0.0160
C 20.16 -13.41 -17.07 -0.7483
O 20.03 -12.06 -16.83 -0.3202
C 20.70 -11.58 -15.66 -0.6506
C 20.44 -10.06 -15.51 -0.7698
N 19.02 -9.77 -15.21 -0.0265
C 18.63 -8.46 -15.72 -0.9036
C 17.14 -8.24 -15.58 -0.8394
O 16.79 -7.75 -14.22 -0.0079
C 15.45 -7.59 -13.93 -0.5097
H 21.12 -13.76 -17.44 0.2643
H 19.37 -13.72 -17.77 0.2460
H 19.91 -13.90 -16.13 0.3347
H 21.78 -11.67 -15.85 0.4174
H 20.41 -12.17 -14.80 0.3944
H 20.62 -9.63 -16.50 0.3763
H 21.16 -9.62 -14.83 0.3716
H 18.58 -10.43 -15.84 0.1447
H 18.69 -8.46 -16.81 0.5589
H 19.18 -7.62 -15.29 0.3402
H 16.61 -9.17 -15.77 0.4179
H 16.70 -7.57 -16.31 0.4728
H 14.96 -6.78 -14.47 0.3305
H 15.49 -7.33 -12.87 -0.2195
H 14.97 -8.55 -14.09 0.4345
C 21.06 -6.43 -8.47 -1.4340
O 22.11 -6.17 -7.56 0.0520
C 23.12 -7.21 -7.53 -0.7286
C 24.15 -6.82 -6.46 -0.9409
N 25.17 -5.81 -6.74 -0.4826
C 24.60 -4.56 -7.10 0.1027
C 25.54 -3.35 -6.79 -0.9083
O 25.60 -3.11 -5.39 -0.2867
C 26.31 -1.90 -5.11 -0.8155
H 20.84 -7.50 -8.57 0.5660
H 21.59 -6.10 -9.36 0.7721
H 20.13 -5.89 -8.32 -0.0330
H 23.55 -7.37 -8.52 0.3482
H 22.69 -8.13 -7.14 0.4563
H 24.66 -7.72 -6.11 0.3788
H 23.67 -6.40 -5.57 0.5009
H 25.58 -5.65 -5.84 0.2828
H 23.65 -4.28 -6.66 0.1130
H 24.61 -4.48 -8.19 0.2122
H 25.23 -2.46 -7.33 0.4712
H 26.51 -3.65 -7.20 0.4025
H 25.76 -1.01 -5.42 0.3181
H 27.29 -1.88 -5.58 0.3167
H 26.37 -1.69 -4.04 0.2690
C 15.32 -11.21 -1.72 -0.9900
O 15.41 -11.63 -3.02 -0.4052
C 14.10 -11.80 -3.61 -0.9024
C 14.22 -12.10 -5.11 -0.6880
N 15.04 -11.13 -5.80 1.3370
C 15.01 -11.43 -7.24 -0.2079
C 13.62 -11.15 -7.93 -1.0718
O 13.22 -9.80 -7.79 -0.0348
C 11.94 -9.58 -8.34 -0.9297
H 14.89 -12.02 -1.13 0.3283
H 14.68 -10.33 -1.74 0.3863
H 16.27 -10.87 -1.31 0.2885
H 13.62 -10.83 -3.54 0.3895
H 13.52 -12.57 -3.10 0.4429
H 13.20 -12.14 -5.50 0.2960
H 14.79 -13.03 -5.14 0.4339
H 16.01 -11.15 -5.52 -0.5653
H 15.20 -12.50 -7.33 0.4445
H 15.78 -10.86 -7.75 -0.2348
H 12.89 -11.86 -7.56 0.6488
H 13.73 -11.56 -8.93 0.4893
H 11.78 -8.50 -8.36 0.2211
H 11.15 -9.96 -7.69 0.3325
H 11.75 -9.95 -9.35 0.3514
O 14.08 -8.47 -5.40 -0.5907
H 13.73 -8.40 -6.28 0.2006
H 14.48 -9.34 -5.37 -0.0095
O 17.61 -8.71 -1.69 -0.6012
H 16.78 -8.44 -2.09 0.2969
H 17.84 -7.99 -1.10 0.2938
O 15.25 -8.00 -2.70 -0.6128
H 14.57 -7.41 -2.37 0.2769
H 14.95 -8.26 -3.57 0.2779
O 18.19 -10.60 -10.17 -0.7540
H 18.26 -9.85 -9.59 0.3182
H 18.14 -10.22 -11.05 0.5403
O 20.68 -4.57 -6.02 -0.6193
H 21.24 -5.17 -6.51 0.4328
H 20.78 -4.85 -5.11 0.1547
O 18.03 -9.64 -12.69 -0.7492
H 18.50 -10.29 -13.21 0.2903
H 17.97 -8.87 -13.25 0.2422
O 17.68 -11.19 -4.56 -0.7622
H 17.03 -11.33 -3.87 0.4127
H 17.80 -12.05 -4.96 0.2246
O 17.26 -4.90 -7.74 0.3530
H 17.31 -5.38 -8.56 0.5184
H 17.55 -5.52 -7.07 -0.3423
O 20.89 -7.04 -4.32 -0.5426
H 20.05 -7.47 -4.52 0.0251
H 21.36 -7.67 -3.78 0.2167
O 19.58 -9.80 -3.16 -0.7056
H 18.95 -9.41 -2.54 0.4488
H 19.04 -10.28 -3.78 0.2857
```



Calculated values (Eh) of E_tot for the records, taken in order: -3856.3617 -4749.4442.